Entry 1:
Molecular formula: C3H5ClN2
Method: DFT, ωB97M-V/def2-TZVPD

Output
ΔE to the lowest compared entry with this formula, charge and spin (kcal/mol): 26.4
Lowest unoccupied orbital energy (Eh): 0.023
Structure (SMILES): C=C(Cl)/C=N/N
DFT total energy (a.u.): -686.95386
Kohn-Sham gap (eV): 9.269

ORCA input file:
```
! wB97M-V def2-TZVPD RIJCOSX def2/J DEFGRID3
* xyz 0 1
C 0.212 -1.655 1.534
H -0.601 2.548 -0.657
Cl 1.100 -2.059 -0.955
C -0.133 0.195 -0.059
H -0.256 -1.040 2.273
H -0.579 0.767 0.763
H -0.074 2.375 -2.262
C 0.344 -1.132 0.294
N -0.007 0.693 -1.234
H 0.541 -2.597 1.785
N -0.548 1.906 -1.482
*
```

Partial charges, Mulliken, in e:
1 C -0.89
2 H 0.24
3 Cl -0.17
4 C -0.21
5 H 0.23
6 H 0.25
7 H 0.26
8 C 0.61
9 N -0.14
10 H 0.33
11 N -0.52

Entry 2:
Molecular formula: C29H29BN8O6S3Zr
Method: DFT, ωB97M-V/def2-TZVPD

Output
ΔE to the lowest compared entry with this formula, charge and spin (kcal/mol): 51.5
Lowest unoccupied orbital energy (Eh): -0.248
DFT total energy (a.u.): -3277.98576
Kohn-Sham gap (eV): 7.408

ORCA input file:
```
! wB97M-V def2-TZVPD RIJCOSX def2/J DEFGRID3
* xyz 2 1
H -3.200 -1.517 -3.513
C -3.218 -0.775 -2.726
H 1.523 5.268 0.546
C 0.982 -0.632 -4.455
C 1.559 2.518 -1.112
H -3.173 -4.613 1.874
O -2.435 2.235 1.116
N 1.394 -2.127 -2.912
C 1.593 -3.418 -2.261
C -3.270 -1.789 1.959
C -0.812 -1.079 3.023
C 3.562 0.985 4.809
C 1.495 1.643 3.021
C 3.311 3.861 -1.019
Zr 0.178 -0.317 0.600
H 1.372 3.478 4.116
C -0.983 -2.334 2.419
H -2.808 -4.007 0.268
H 4.190 3.047 -2.870
H 3.184 2.900 5.677
H 0.626 -2.787 -4.814
H 2.964 1.469 -4.152
S 3.752 -1.505 3.495
C 3.422 3.078 -2.114
C 1.577 4.204 0.762
C 2.604 -1.678 2.224
C -2.399 -0.880 -1.612
C -2.460 0.088 -0.631
C 2.152 0.422 2.922
H -4.250 -2.087 1.597
O -4.887 -0.446 -4.825
N 1.471 0.007 -3.335
O -4.102 3.149 0.110
C 3.169 0.106 3.810
H -1.870 -0.034 0.272
H 0.687 1.902 2.343
H 0.037 -0.903 3.661
H 0.575 3.840 0.957
C 1.709 -0.916 -2.407
H 1.048 2.112 -4.037
C 2.906 2.201 4.899
C -1.434 -2.010 -1.447
C -1.860 -0.157 3.030
N -4.937 0.449 -4.009
O -5.630 1.441 -4.063
C 0.940 -1.959 -4.200
N 1.829 -0.608 2.010
H -1.750 0.790 3.537
H -0.202 -3.078 2.494
N 2.131 3.507 -0.397
C -3.097 -0.533 2.512
O -0.522 -1.787 -0.468
C -3.294 1.185 -0.756
H 3.183 -3.553 1.750
H -1.507 -4.651 1.279
C 1.879 2.526 4.015
B 1.949 1.511 -3.505
S 0.011 1.796 -0.776
N -3.307 2.256 0.262
S 2.320 -0.651 -0.794
N 2.486 -2.845 1.572
H 2.210 4.047 1.631
H 0.735 -0.086 -5.351
O -1.463 -3.003 -2.104
H 1.169 -4.188 -2.896
C -4.113 1.310 -1.855
H -3.935 0.149 2.587
C -2.427 -4.068 1.291
C -4.054 0.317 -2.813
H -4.780 2.153 -1.979
H 3.945 4.647 -0.641
H 1.069 -3.450 -1.311
H 4.350 0.724 5.504
N 2.322 2.251 -2.167
H 2.656 -3.606 -2.121
H 2.171 -2.792 0.615
C -2.214 -2.702 1.878
*
```

Partial charges, Mulliken, in e:
1 H 0.70
2 C -0.70
3 H 0.40
4 C -0.85
5 C -0.09
6 H 0.45
7 O -0.45
8 N 0.26
9 C -0.61
10 C -0.19
11 C -1.61
12 C -0.49
13 C -0.17
14 C -0.66
15 Zr -0.43
16 H 0.55
17 C -0.02
18 H 0.32
19 H 0.50
20 H 0.45
21 H 0.48
22 H -0.14
23 S -0.21
24 C -0.68
25 C -1.03
26 C -0.15
27 C 0.38
28 C 0.87
29 C -0.55
30 H 0.49
31 O -0.58
32 N 0.40
33 O -0.60
34 C 0.97
35 H -0.87
36 H 0.42
37 H 1.04
38 H 0.31
39 C 0.11
40 H -0.11
41 C -0.81
42 C 0.84
43 C -0.37
44 N 1.04
45 O -0.58
46 C -0.45
47 N 1.39
48 H 0.55
49 H 0.54
50 N 0.30
51 C -0.76
52 O 0.52
53 C -0.08
54 H 0.29
55 H 0.36
56 C -1.19
57 B 0.61
58 S -0.11
59 N 0.94
60 S -0.48
61 N -0.19
62 H 0.35
63 H 0.56
64 O -0.57
65 H 0.27
66 C -0.42
67 H 0.53
68 C -1.62
69 C -0.51
70 H 0.71
71 H 0.52
72 H 0.07
73 H 0.46
74 N 0.21
75 H 0.36
76 H 0.04
77 C 0.72

Question: ΔE to the lowest compared entry with this formula, charge and spin of number 1 (C3H5ClN2)?
Answer: 26.4 kcal/mol